# 1
22
Properties=species:S:1:pos:R:3:forces:R:3 method="wB97M-V/def2-TZVPD" homo_lumo_gap_ev="8.340 / 9.921" charge=0 spin_multiplicity=2 s2=0.76 lumo_energy_ev="0.715 / 0.288" e_homo_ev="-7.63 / -9.63" relative_energy_kcal_mol=44.7
H 2.0414 -1.4505 1.4295 -0.7 0.9 0.1
C 0.0724 -0.2114 1.1852 1.0 -1.3 -1.4
H 1.1208 -1.6237 0.0153 0.2 -0.1 -0.1
H -1.4655 -1.9012 1.4359 0.7 0.6 0.4
C 0.0059 1.2366 1.2317 -0.8 1.5 0.1
C -1.1230 -1.1086 0.7403 0.4 -0.4 -0.6
Cl -0.1887 -0.4842 -4.2079 0.2 0.5 0.3
H -0.6385 -1.6911 -0.0560 -0.5 -0.2 0.1
H 2.1241 0.1352 -1.1500 0.1 0.1 0.5
H 2.5501 1.0412 0.3255 0.0 -0.3 -0.1
H 0.3531 1.8333 2.0949 -0.1 -0.9 0.1
H 0.3015 0.5536 -3.5969 -0.2 -0.5 -0.3
C -0.4990 2.0443 0.2799 0.9 0.6 1.2
H 3.3990 -0.4815 -0.0787 -0.1 0.3 -0.1
H -3.2098 -1.3503 0.1463 0.6 0.5 0.1
H -0.6310 1.7089 -0.7163 -0.8 -0.3 -0.8
C -2.4199 -0.5610 0.1156 -0.4 0.2 0.3
H -0.5823 3.1303 0.4875 0.2 -0.8 -0.3
C 1.4516 -0.8382 0.6952 -0.7 -0.6 0.7
C 2.4315 0.0316 -0.0923 -0.1 0.3 -0.1
H -2.8163 0.3154 0.6647 0.2 -0.4 -0.4
H -2.2774 -0.3286 -0.9494 -0.1 0.3 0.4



# 2
34
Properties=species:S:1:pos:R:3:forces:R:3 method="wB97M-V/def2-TZVPD" homo_lumo_gap_ev="7.328 / 5.890" charge=0 spin_multiplicity=5 s2=6.01 lumo_energy_ev="0.020 / -2.596" e_homo_ev="-7.31 / -8.49" relative_energy_kcal_mol=2.5
O -0.6459 2.1639 -0.3684 -0.2 -0.1 0.4
N -1.1594 0.0252 1.7376 0.0 -0.1 0.2
H -0.4010 -3.2409 1.5310 0.0 0.0 0.0
N 1.1797 -3.6664 0.2493 0.1 0.1 0.0
H 0.5298 -4.6936 1.9371 0.0 0.0 0.0
S -0.6638 -1.9577 -0.7153 -0.1 0.1 -0.1
H -1.8245 -0.7015 1.4862 0.1 0.0 0.0
Ir 0.2596 0.3282 -0.2340 -0.1 0.1 -0.9
H -3.0207 1.1024 0.3877 0.0 0.0 0.0
Cl 1.9998 -0.1812 2.9889 0.1 0.0 0.0
C 0.5962 -3.6679 1.5801 0.0 0.0 0.0
C -2.6056 1.8773 1.0392 0.1 0.0 0.0
O -1.8260 3.9545 0.1644 -0.1 0.2 0.0
C 0.7947 -2.9102 -0.7762 0.0 0.0 0.1
H -2.5767 0.9715 3.0063 0.0 0.0 0.0
H 2.0994 -4.0767 0.1783 0.0 -0.1 0.0
N 1.5085 -2.9332 -1.8874 0.0 0.1 0.0
N 2.8520 -0.7843 -3.7612 0.0 -0.2 0.0
H 3.4679 -3.3836 -1.2709 0.0 0.0 0.0
H 2.5822 -4.7325 -2.0483 0.0 0.0 0.0
H -0.5618 -0.3500 2.4684 0.0 0.0 0.0
Cl 3.4503 2.0303 1.0235 0.0 0.0 0.0
C 2.0624 -0.0675 -3.3158 -0.1 0.1 0.1
Se 0.7453 1.0369 -2.6685 0.1 -0.1 0.1
H -1.1334 1.9075 2.6247 0.0 0.0 0.0
H 1.2301 -2.2971 -2.6210 0.0 0.0 0.0
C 2.7574 -3.6549 -2.0542 0.0 0.0 0.0
Si 2.3434 0.3073 0.9664 0.1 0.0 0.2
H 1.2088 -3.0800 2.2637 0.0 0.0 0.0
H 3.1870 -3.3565 -3.0047 0.0 0.0 0.0
C -1.8734 1.2220 2.2066 0.0 0.0 0.0
Cl 3.6931 -1.1614 0.3541 -0.1 0.0 0.0
H -3.4226 2.4992 1.3978 0.0 0.0 0.0
C -1.6719 2.7643 0.2360 0.2 -0.2 -0.1



# 3
27
Properties=species:S:1:pos:R:3:forces:R:3 method="wB97M-V/def2-TZVPD" homo_lumo_gap_ev=9.273 charge=0 smiles=ClC[Si]12OCCN(CCO1)CCO2 lumo_energy_ev=0.896 e_homo_ev=-8.38 relative_energy_kcal_mol=0.0
C 1.1563 -1.6360 -0.5630 1.3 0.9 -0.1
H -0.0303 -3.1581 0.4673 0.1 0.4 -0.3
H 0.8132 -1.7942 -1.5878 -0.3 -0.1 0.2
H -3.6887 1.3768 0.2411 0.1 -0.3 -0.2
H 0.1325 -0.1164 2.2169 0.1 -0.9 0.8
C 1.2959 0.7062 -1.5953 1.1 -1.5 1.0
H 0.5398 -1.8761 1.4714 0.3 0.0 0.2
C -3.3141 0.3673 0.4329 0.4 -0.4 -0.6
Cl -3.6711 0.0006 2.1288 0.0 -0.1 0.5
H -3.8672 -0.3790 -0.1533 0.0 0.4 0.0
O -1.1953 0.6059 -1.5120 -1.2 -1.6 0.4
Si -1.4716 0.1570 0.0466 0.9 -0.1 0.5
H 2.4379 1.2360 0.7409 -0.5 -0.2 0.0
H 0.7650 1.4897 2.4618 0.0 -0.3 -0.2
N 1.4133 -0.2126 -0.4057 -0.3 1.7 -0.9
H 2.1391 -2.1545 -0.5008 -0.6 -0.3 0.3
H -0.1312 2.2533 -1.1502 0.3 -0.1 -0.1
C 0.1597 -2.0687 0.4765 -0.1 -1.4 0.1
H 2.3922 -0.3649 1.4032 0.1 -0.3 0.7
C 0.5275 0.7248 1.7027 0.0 1.1 1.2
H -0.1309 1.7205 -2.8087 -0.1 -0.2 0.1
H 2.0898 1.4876 -1.4463 -0.9 -0.4 -0.4
C 1.7743 0.3686 0.9158 -0.3 -0.2 -2.4
O -0.5621 1.2234 0.9580 -0.5 -0.3 -0.7
O -1.0733 -1.4242 0.3441 -1.1 1.0 -0.2
C -0.0780 1.3476 -1.7748 1.2 2.6 -0.7
H 1.5772 0.1194 -2.5100 -0.2 0.4 0.8



# 4
26
Properties=species:S:1:pos:R:3:forces:R:3 method="wB97M-V/def2-TZVPD" homo_lumo_gap_ev=8.819 charge=0 lumo_energy_ev=0.462 e_homo_ev=-8.36 relative_energy_kcal_mol=0.0
H -0.0801 -4.1132 0.6544 -1.2 1.0 1.1
H -2.2572 0.0538 1.9710 1.1 1.2 -0.2
H 0.1980 2.7886 -3.5848 -0.1 0.4 0.7
H 3.0013 -0.7975 -1.2102 -0.7 0.4 -1.1
C -0.8230 -3.6450 1.3942 -0.8 0.1 0.9
C 0.4694 1.2440 -2.2026 0.7 1.3 1.2
C 0.0311 2.6560 -2.4875 -1.2 -1.7 -1.8
S -1.2058 -1.8273 -1.0334 -0.3 0.3 -0.9
H 0.6157 3.3130 -1.9155 0.4 1.3 0.6
Cl -1.7085 1.7425 0.3085 -0.7 0.2 -0.2
H 1.2317 -1.1201 -1.8560 0.8 -0.2 0.3
S 1.6489 -0.9892 0.5780 0.7 0.5 -0.9
H -0.2721 0.5350 -2.5040 0.1 -0.9 0.0
C -0.3513 1.2766 2.5605 -0.1 0.3 -0.7
H 0.1662 2.1147 2.1002 0.1 -0.2 -0.6
C -1.3645 0.6524 1.6121 1.9 -3.6 -1.5
H 2.3855 1.6068 -1.3016 0.3 1.2 0.5
H 0.4488 0.6961 3.0244 -0.7 -0.5 0.1
C 1.5909 0.9469 -1.5161 -0.9 -2.0 -1.5
C 1.9311 -0.4970 -1.2769 -0.2 -0.2 1.6
H -0.9760 1.7926 3.2324 -0.5 0.5 1.8
H -0.7115 -4.0316 2.4327 -0.1 -0.4 -1.1
P -0.3682 -1.1910 0.5617 -1.9 2.5 0.8
H -1.9264 -3.7246 1.0745 2.0 -0.1 0.2
H -1.0848 2.7335 -2.3390 1.3 0.2 0.1
O -0.5892 -2.2162 1.7227 -0.1 -1.6 0.7



# 5
25
Properties=species:S:1:pos:R:3:forces:R:3 method="wB97M-V/def2-TZVPD" homo_lumo_gap_ev="4.130 / 3.943" charge=-1 spin_multiplicity=2 s2=0.79 lumo_energy_ev="2.566 / 2.563" e_homo_ev="-1.56 / -1.38" relative_energy_kcal_mol=92.5
H -0.3758 -1.7408 -3.9498 0.0 0.1 0.2
H 0.7565 1.8691 -2.0042 -0.4 -0.1 -0.7
C -0.3468 -2.2269 -1.8824 -0.6 -2.5 -0.9
C 0.1230 0.0359 -2.9146 -0.1 0.5 -2.7
H -1.0559 2.3463 1.2353 0.3 0.7 0.4
H 1.3590 -3.0556 2.7859 -0.2 0.2 0.1
C -0.2439 -1.9720 -0.5685 -1.0 -2.5 0.7
C 0.9355 -2.3084 3.4648 0.0 0.0 0.3
H 0.8424 0.1157 4.9289 -0.1 0.1 0.0
H 0.1752 3.2299 -0.3279 0.0 -0.1 0.5
H 0.1527 0.5099 -3.9054 -0.2 -0.2 -0.4
H -0.3618 -2.7036 0.2269 0.1 -0.7 -0.4
Cu 0.0389 -0.2839 -0.6204 0.2 3.1 3.7
H 1.4782 -2.3243 4.4165 -0.1 -0.1 -0.1
S 1.1739 -0.6954 2.7135 -0.9 0.3 -1.2
C -0.2214 -1.3229 -2.9487 0.0 -0.3 -1.0
C 0.4572 0.8245 -1.8784 2.3 2.1 -1.3
H -0.1370 -2.4772 3.6141 0.2 0.0 -0.1
P 0.1001 2.0407 0.4552 -0.6 -0.4 0.1
H 0.4336 1.3437 3.6875 0.0 -0.3 0.0
O 0.2268 -0.6532 1.5165 1.2 0.1 2.9
H -0.7053 -0.0189 4.0032 0.2 0.1 0.0
C 0.3465 0.2892 3.9682 0.1 -0.2 0.5
H 1.1626 2.3064 1.3784 -0.4 0.4 0.1
H -0.5611 -3.2602 -2.1794 0.0 -0.3 -0.5



# 6
33
Properties=species:S:1:pos:R:3:forces:R:3 method="wB97M-V/def2-TZVPD" homo_lumo_gap_ev="10.071 / 6.119" charge=+2 spin_multiplicity=2 s2=0.75 lumo_energy_ev="-6.137 / -10.089" e_homo_ev="-16.21 / -16.21" relative_energy_kcal_mol=0.0
H -2.6659 -0.6668 -3.1758 0.0 0.0 0.0
Se 0.0916 1.9119 0.9352 0.2 0.1 -0.1
C -1.8673 2.2448 -2.4760 0.0 0.0 0.0
C -2.6221 2.4772 -3.6157 0.0 -0.1 0.0
N -2.5424 0.3339 -3.1605 0.0 0.0 0.0
H 3.6988 -3.1663 0.6282 0.0 0.0 0.0
Mg -0.9391 -0.0083 -0.6262 0.0 0.0 0.0
H -0.3985 0.3574 2.8948 0.0 0.0 0.0
H -2.8401 3.4218 -4.0806 0.0 0.0 0.0
Se 3.1453 -0.7790 0.3456 0.0 0.1 0.0
H -0.1210 2.0566 3.4263 0.0 0.0 0.0
H -1.3643 2.9621 -1.8466 0.0 0.0 0.0
H 2.5233 2.0942 0.3645 0.0 0.0 0.0
C -0.5845 1.4066 2.6889 0.0 0.0 0.0
H 4.0893 -2.2409 2.1146 0.0 0.0 0.0
P -0.8020 -2.5968 0.1941 0.0 0.1 -0.1
C 2.5778 0.4183 1.7703 0.0 0.0 0.0
H 2.2048 2.5094 2.0325 0.0 0.0 0.0
H 2.3820 -2.6767 1.7520 0.0 0.0 0.0
F -0.1158 -3.6663 -0.6894 0.0 0.0 0.0
H 3.5080 0.5932 2.3237 0.0 0.0 0.0
F -1.4017 -1.1956 0.9523 -0.1 0.0 0.1
F 0.0616 -2.8858 1.4700 0.0 0.0 0.0
H 1.9064 -0.1327 2.4292 0.0 0.0 0.0
N -1.8125 0.9338 -2.1907 0.0 0.0 0.0
C 2.0257 1.7507 1.2714 -0.1 -0.1 0.0
F -2.0421 -3.4073 0.6042 0.0 0.0 0.0
C -3.0379 1.2233 -4.0238 0.0 0.1 0.0
H -1.6554 1.5957 2.6722 0.0 0.0 0.0
F -1.5762 -1.9333 -1.1457 0.0 0.0 0.0
F 0.4686 -1.4380 -0.3100 -0.1 0.0 0.0
C 3.3512 -2.4127 1.3300 0.0 0.0 0.0
H -3.6455 0.9157 -4.8590 0.0 0.0 0.0



# 7
29
Properties=species:S:1:pos:R:3:forces:R:3 method="wB97M-V/def2-TZVPD" homo_lumo_gap_ev=7.243 charge=-1 lumo_energy_ev=2.836 e_homo_ev=-4.41
H -2.3294 2.7197 -1.7559 0.0 0.2 0.1
H 0.3342 0.1525 1.4694 -0.2 0.1 -0.1
H -0.0841 2.2218 -1.2960 0.0 0.1 0.2
C -2.4139 -0.0966 -0.1556 0.0 0.0 -0.5
H 4.3927 -2.4905 -1.0763 0.0 0.0 0.0
H 2.0088 0.1577 0.9443 0.1 0.1 0.0
H 1.5175 0.5207 -1.2987 -0.1 -0.1 -0.1
N -2.7822 1.9181 -1.3355 0.1 -0.3 -0.2
O -1.0118 3.2545 0.5967 0.4 0.2 -0.1
C -0.4808 1.2118 -1.2124 -0.3 -0.6 -0.4
H 2.8372 -3.3826 0.4098 0.0 0.0 0.1
H -2.2299 -0.7438 -1.0142 0.0 0.0 0.0
C -1.7955 1.2735 -0.4351 0.2 0.2 0.2
H 4.4890 -3.3325 1.0974 -0.1 0.0 0.1
C 1.0280 0.6011 0.7620 0.1 -0.4 0.0
C 3.6596 -2.7307 0.7127 0.1 0.0 -0.3
H -3.4923 0.0150 -0.0567 0.0 0.1 0.3
C -1.6536 2.2077 0.8195 -0.3 0.1 -0.1
O -1.2606 -2.6543 1.6761 0.0 0.0 0.1
O -1.8888 -0.7630 1.0026 0.1 -0.2 0.1
O 4.0915 -1.9125 -0.3715 0.0 0.0 0.1
H -3.5292 2.2785 -0.7516 0.0 0.1 0.0
F 0.3362 -1.0314 -0.8552 0.0 0.0 0.0
H 1.0433 1.6733 0.9464 0.1 0.1 0.0
H 3.3071 -2.0686 1.4984 0.0 0.0 0.0
N -1.7256 -2.0932 0.7495 -0.1 0.1 -0.1
C 0.6340 0.3373 -0.6778 0.3 0.5 0.1
H -0.7167 0.8703 -2.2294 0.1 -0.1 0.0
O -2.2846 1.8863 1.8373 -0.2 -0.2 0.2



# 8
22
Properties=species:S:1:pos:R:3:forces:R:3 method="wB97M-V/def2-TZVPD" homo_lumo_gap_ev=5.957 charge=+1 lumo_energy_ev=-6.992 e_homo_ev=-12.95 relative_energy_kcal_mol=117.8
H 0.1309 0.4771 -2.1655 -0.1 0.2 0.0
H -0.1896 -1.9144 0.5338 -1.1 0.1 0.6
H -0.1648 -1.1672 -1.0590 0.1 -0.2 0.2
H 1.6006 1.9120 0.0422 0.1 -0.2 0.4
H 1.3093 -0.7332 2.2842 -1.1 -0.5 0.5
C 0.9383 1.1505 -0.3534 -0.4 2.1 -0.8
N -1.7866 -3.1339 1.8515 0.1 0.0 0.3
C -0.4333 -1.0021 -0.0146 1.8 -0.2 -1.8
H 0.8003 2.2303 -3.5431 0.2 0.4 -0.1
C 0.3173 0.1981 0.5876 0.2 -0.4 -1.3
H -1.8947 0.1409 1.0317 -0.2 0.3 -0.3
H 0.8709 1.0674 2.4719 0.7 0.0 -0.3
H -2.3934 -2.9392 1.0662 -0.1 0.1 0.0
C 0.7503 1.2374 -1.6897 0.1 -1.0 0.5
H -1.4564 -2.2660 2.2578 -0.1 0.1 -0.1
H -2.0435 0.3357 -0.7783 1.1 1.0 -0.4
H 2.4367 1.8074 -2.9609 -0.5 -0.8 -0.2
C -1.4238 0.0346 0.0583 -0.7 -2.3 3.0
H -2.3651 -3.5477 2.5709 0.0 -0.3 0.0
H 1.7701 3.0930 -2.2380 -0.9 0.2 0.1
C 1.4292 2.1424 -2.6622 1.1 0.2 0.5
C 0.7827 0.1397 1.9095 -0.2 0.9 -0.8



# 9
22
Properties=species:S:1:pos:R:3:forces:R:3 method="wB97M-V/def2-TZVPD" homo_lumo_gap_ev=10.620 charge=+1 lumo_energy_ev=-3.051 e_homo_ev=-13.67 relative_energy_kcal_mol=69.4
C -2.3765 1.2627 -0.4378 0.6 2.6 0.2
H 2.4589 -1.5250 1.9885 -1.0 -1.6 -0.8
H -2.2460 -0.8708 -1.9421 0.6 -0.1 1.7
C -1.7352 0.1642 -0.1052 -0.4 -0.5 -0.4
C 1.8180 -0.6526 0.3346 0.3 1.1 -1.1
C 2.1303 -1.9348 0.9620 1.0 1.6 1.1
H -0.6577 -1.1713 -1.3835 0.4 -0.2 0.5
C -1.6538 -1.0353 -0.9650 -1.0 -0.1 -2.7
H -2.3488 2.2759 -0.0081 0.4 -0.9 1.4
H 2.5267 2.0295 -1.2453 -2.5 -0.8 1.2
C 1.5730 0.4538 -0.1052 1.2 -1.2 0.4
H -0.9802 -0.8504 1.6317 -0.9 1.3 -0.1
H 1.2064 -2.5164 0.8461 0.7 -0.6 0.8
H -0.9887 0.9455 1.6527 -0.2 -1.2 0.2
H 0.7088 1.8360 -1.3180 -1.8 0.8 -1.3
N -0.9336 0.0594 1.1124 1.8 0.0 0.2
H 0.1910 -0.0321 0.8107 -1.5 0.5 0.0
H -2.7952 1.5702 -1.3713 -0.5 -1.5 -1.0
C 1.4893 1.7963 -0.6456 4.6 0.7 0.2
H 1.5749 2.5606 0.1487 -0.8 -0.3 -0.4
H -2.0362 -1.9656 -0.5506 0.1 0.0 0.3
H 3.0746 -2.3998 0.5903 -1.1 0.2 -0.2



# 10
22
Properties=species:S:1:pos:R:3:forces:R:3 method="wB97M-V/def2-TZVPD" homo_lumo_gap_ev="4.731 / 4.732" charge=+1 lumo_energy_ev="-6.704 / -6.703" e_homo_ev="-11.43 / -11.44" relative_energy_kcal_mol=121.4
C 4.0031 1.0138 -0.1146 0.3 0.3 3.1
C -1.2505 1.4694 -0.1311 0.0 1.4 -1.8
H -3.0962 0.1462 1.8867 0.6 0.3 1.3
C -3.1997 -0.1251 0.8804 0.4 -0.4 -4.0
H -1.8953 2.1773 -0.7518 0.8 -1.3 0.3
H 1.3495 -2.5261 0.2911 0.4 1.1 -0.3
H -1.1041 -0.3900 0.6247 1.1 -1.0 0.4
C -1.5234 -0.8413 -1.0345 0.4 -0.2 0.5
H -3.5169 -1.1820 0.7454 0.0 0.8 0.4
H 2.6640 -2.0306 -0.9663 -0.7 0.3 0.5
N 3.0625 0.2464 -0.2976 -0.2 0.9 -2.0
C -1.8693 0.0720 -0.0235 -1.8 0.4 1.1
H -0.2038 1.4608 -0.5287 -1.0 -0.1 0.1
H -3.9348 0.5447 0.4174 -0.1 -0.3 0.3
C 2.1044 -0.4066 0.2944 -1.7 -4.3 -0.1
H 1.4442 0.0054 1.0506 0.1 0.3 0.2
H 4.4524 1.3650 -0.9588 1.6 1.2 -2.1
H -0.5364 -0.9142 -1.4540 0.7 1.1 -0.3
H 4.3892 1.3174 0.8753 -0.1 -0.1 -0.2
H -1.2343 1.9997 0.7862 0.1 0.0 1.3
H -2.0455 -1.6966 -1.4039 -1.1 -0.6 0.5
C 1.9409 -1.7054 -0.1877 0.0 0.3 0.9



# 11
22
Properties=species:S:1:pos:R:3:forces:R:3 method="wB97M-V/def2-TZVPD" homo_lumo_gap_ev=9.776 charge=+1 smiles="C=[N+]=C[C@H](C)C(C)C" lumo_energy_ev=-5.054 e_homo_ev=-14.83 relative_energy_kcal_mol=49.7
H -0.4397 0.2412 1.4896 0.0 0.2 0.3
C 0.2792 1.9958 0.4075 0.6 -0.7 3.6
H -3.8378 0.9915 0.2503 -1.5 2.9 0.6
H 1.9832 0.0867 0.9310 -0.9 -1.6 -0.5
C -1.1058 0.2075 -0.5317 0.2 0.1 1.6
C 0.9744 -1.9412 0.6062 -0.2 1.8 3.9
C -0.0136 0.5052 0.5272 -0.9 -2.0 -1.1
H 1.9463 -2.3373 0.8424 0.2 -0.8 -0.3
H 0.3715 -2.0066 1.5859 0.7 -0.2 -1.4
H 0.4626 -2.4076 -0.1663 -0.8 -1.2 -1.4
C 1.7925 -0.3769 -1.1725 -0.5 2.3 -1.8
H 1.7420 0.7800 -1.5551 0.1 -2.8 0.8
C -3.5004 0.0437 0.1589 2.0 -5.0 -2.2
H -0.6193 2.5739 0.5757 0.0 0.3 0.0
H 2.8654 -0.6487 -1.3703 -1.0 0.1 0.9
H 1.2122 -0.9856 -1.9476 0.5 0.7 1.1
H -4.1143 -0.9213 0.1534 0.7 1.7 0.6
N -2.3211 -0.0798 -0.3176 0.0 0.9 0.9
C 1.2091 -0.4868 0.2892 1.6 2.8 -0.9
H 1.0587 2.2359 1.2155 -1.3 -0.2 -0.9
H 0.7638 2.2424 -0.4556 0.9 0.7 -2.6
H -0.7091 0.2879 -1.5161 -0.3 0.0 -1.1



# 12
23
Properties=species:S:1:pos:R:3:forces:R:3 method="wB97M-V/def2-TZVPD" homo_lumo_gap_ev="6.859 / 7.335" charge=0 lumo_energy_ev="0.729 / 0.670" e_homo_ev="-6.13 / -6.67" relative_energy_kcal_mol=160.4
C 0.1106 0.4129 0.5335 2.6 -1.2 1.4
H 3.8895 -0.8247 1.3266 -0.1 0.1 0.0
N 1.8094 -0.4612 1.4188 -0.3 0.7 0.5
C -1.6027 0.5295 -1.0248 0.4 -0.9 -0.4
H -3.0541 -0.4176 0.2230 0.0 0.1 0.0
H 3.0507 -1.3399 -0.1306 0.0 0.1 0.0
C 0.0873 -0.5794 -0.2009 -2.4 1.3 -1.3
H -2.9279 1.3219 0.4545 0.0 0.0 0.0
H -3.7548 0.6863 -0.9859 0.1 0.0 0.0
H -0.4258 2.4518 0.6731 0.0 -0.1 0.0
N -1.3458 0.8465 -2.2055 -0.1 -0.1 0.0
H -2.1720 1.1361 -2.7537 0.1 0.1 0.2
H 0.2413 -1.3927 -2.1164 0.0 0.0 0.1
H 3.2755 0.3838 0.2013 0.0 -0.1 0.0
C -2.9117 0.5314 -0.2991 -0.1 -0.1 0.1
H 1.3061 -2.1374 -0.9097 0.0 0.1 0.1
H -0.4197 -2.5092 -0.9026 0.0 0.1 0.0
H -0.8400 1.4661 2.0990 0.0 0.0 -0.1
H 1.5877 -1.3333 1.8991 -0.1 0.1 -0.3
C 0.3121 -1.7169 -1.0757 0.1 -0.3 -0.1
C 3.0390 -0.5771 0.6703 -0.1 0.0 -0.1
C -0.0988 1.6307 1.3134 -0.1 0.2 0.0
H 0.8440 1.8924 1.7923 -0.1 -0.1 -0.1



Please write out number 1 again, unchanged.
22
Properties=species:S:1:pos:R:3:forces:R:3 method="wB97M-V/def2-TZVPD" homo_lumo_gap_ev="8.340 / 9.921" charge=0 spin_multiplicity=2 s2=0.76 lumo_energy_ev="0.715 / 0.288" e_homo_ev="-7.63 / -9.63" relative_energy_kcal_mol=44.7
H 2.0414 -1.4505 1.4295 -0.7 0.9 0.1
C 0.0724 -0.2114 1.1852 1.0 -1.3 -1.4
H 1.1208 -1.6237 0.0153 0.2 -0.1 -0.1
H -1.4655 -1.9012 1.4359 0.7 0.6 0.4
C 0.0059 1.2366 1.2317 -0.8 1.5 0.1
C -1.1230 -1.1086 0.7403 0.4 -0.4 -0.6
Cl -0.1887 -0.4842 -4.2079 0.2 0.5 0.3
H -0.6385 -1.6911 -0.0560 -0.5 -0.2 0.1
H 2.1241 0.1352 -1.1500 0.1 0.1 0.5
H 2.5501 1.0412 0.3255 0.0 -0.3 -0.1
H 0.3531 1.8333 2.0949 -0.1 -0.9 0.1
H 0.3015 0.5536 -3.5969 -0.2 -0.5 -0.3
C -0.4990 2.0443 0.2799 0.9 0.6 1.2
H 3.3990 -0.4815 -0.0787 -0.1 0.3 -0.1
H -3.2098 -1.3503 0.1463 0.6 0.5 0.1
H -0.6310 1.7089 -0.7163 -0.8 -0.3 -0.8
C -2.4199 -0.5610 0.1156 -0.4 0.2 0.3
H -0.5823 3.1303 0.4875 0.2 -0.8 -0.3
C 1.4516 -0.8382 0.6952 -0.7 -0.6 0.7
C 2.4315 0.0316 -0.0923 -0.1 0.3 -0.1
H -2.8163 0.3154 0.6647 0.2 -0.4 -0.4
H -2.2774 -0.3286 -0.9494 -0.1 0.3 0.4